7
Properties=species:S:1:pos:R:3:nbo_charge:R:1 method="wB97M-V/def2-TZVPD" spin_multiplicity=1 orbital_gap_ev=8.63 total_energy_ha=-286.1462 e_lumo_ev=-1.1 de_lowest_ev=4.7871
N 0.7466 0.7267 0.0174 -0.24
N 1.0233 -0.4339 0.1679 -0.31
H 1.4799 -1.0021 -0.6599 0.34
O -1.6592 0.9236 0.0213 -0.33
H -0.4299 0.8358 0.1405 0.38
F -2.1898 -0.0897 -0.7690 -0.18
H 1.0291 -0.9602 1.0817 0.35

=====

7
Properties=species:S:1:pos:R:3:nbo_charge:R:1 method="wB97M-V/def2-TZVPD" spin_multiplicity=1 orbital_gap_ev="9.27 / 9.18" total_energy_ha=-286.2059 e_lumo_ev="-0.5 / -0.2" de_lowest_ev=3.1634
H -1.0677 -0.4385 -0.6438 0.42
F 1.1361 -1.9553 0.0602 -0.44
H -0.7827 1.3643 -0.9256 0.40
N 0.1877 0.3428 0.5190 0.05
O 0.4028 -0.7864 1.0993 -0.10
H 0.9566 0.9352 0.2589 0.35
N -0.8328 0.5379 -0.3679 -0.67

=====

7
Properties=species:S:1:pos:R:3:nbo_charge:R:1 method="wB97M-V/def2-TZVPD" spin_multiplicity=1 orbital_gap_ev=11.34 total_energy_ha=-286.2931 e_lumo_ev=0.3 de_lowest_ev=0.7890 smiles="[H]/N=[NH+]/[O-].F"
N 0.9770 1.0101 -0.4850 -0.44
H -2.0499 -0.5280 0.3624 0.58
H 1.6041 -0.6833 0.4511 0.33
H 1.6895 1.7245 -0.2645 0.37
N 0.8963 -0.1464 -0.1746 0.22
F -3.0277 -0.5846 0.5660 -0.59
O -0.0894 -0.7922 -0.4554 -0.48